DFT (wB97M-V/def2-TZVPD) results for C22H37ClP2Sn as an isolated structure at a distorted geometry.

Element x y z (Å)
P 3.408 -0.294 -2.129
P 2.304 -3.114 -0.794
C 4.476 -1.809 -2.078
C 3.676 -3.121 -2.042
H 5.128 -1.709 -1.196
H 5.107 -1.766 -2.977
H 3.216 -3.346 -3.017
H 4.322 -3.966 -1.764
C 3.247 -3.522 0.718
H 2.555 -3.648 1.560
H 3.964 -2.726 0.959
H 3.781 -4.464 0.535
C 1.431 -4.674 -1.123
H 2.105 -5.512 -0.902
H 1.125 -4.698 -2.177
H 0.540 -4.730 -0.486
C 4.630 1.054 -2.083
H 4.100 2.014 -2.075
H 5.280 0.988 -2.966
H 5.226 0.962 -1.165
C 2.929 -0.313 -3.900
H 2.331 -1.204 -4.136
H 3.849 -0.311 -4.500
H 2.338 0.583 -4.128
Sn -2.262 2.216 1.844
C -0.264 -2.005 0.038
C 0.738 -1.670 0.892
C 1.730 -0.568 0.699
C 1.236 0.886 0.471
C 1.412 1.328 -0.957
C 0.667 0.804 -1.956
C 0.294 -0.636 -1.975
C -0.821 -1.082 -0.993
C -3.069 4.161 1.246
H -0.799 -2.949 0.183
H 0.850 -2.238 1.826
H 2.377 -0.800 -0.187
H 2.446 -0.578 1.540
H 0.197 1.008 0.825
H 1.864 1.536 1.102
H 2.004 2.237 -1.116
H 0.427 1.389 -2.853
H 1.196 -1.237 -1.718
H 0.031 -0.962 -2.996
H -1.331 -0.212 -0.543
H -1.579 -1.626 -1.578
H -4.161 4.122 1.163
H -2.614 4.386 0.273
H -2.768 4.904 1.995
Cl -3.034 2.892 4.443
C -4.710 2.883 3.895
C -5.555 3.864 4.401
C -6.834 4.012 3.846
C -7.241 3.155 2.821
C -6.399 2.156 2.350
C -5.099 1.991 2.885
C -4.125 1.032 2.303
H -5.205 4.517 5.197
H -7.495 4.795 4.218
H -8.231 3.272 2.378
H -6.717 1.491 1.544
H -4.439 0.590 1.354
H -3.784 0.264 3.007

Calculated values
orbital gap	6.53	eV
relative energy (zero: lowest compared OMol25 entry of this formula, charge and spin)	21.9	kcal/mol

For each atom in turn, the Löwdin charge in e is:
1 P 0.86
2 P 0.85
3 C -0.41
4 C -0.41
5 H 0.08
6 H 0.07
7 H 0.07
8 H 0.07
9 C -0.26
10 H 0.04
11 H 0.04
12 H 0.04
13 C -0.27
14 H 0.04
15 H 0.04
16 H 0.03
17 C -0.27
18 H 0.03
19 H 0.04
20 H 0.04
21 C -0.25
22 H 0.04
23 H 0.04
24 H 0.04
25 Sn 1.03
26 C -0.17
27 C -0.20
28 C -0.26
29 C -0.20
30 C -0.19
31 C -0.19
32 C -0.24
33 C -0.18
34 C -0.36
35 H 0.09
36 H 0.10
37 H -0.02
38 H 0.11
39 H -0.01
40 H 0.11
41 H 0.09
42 H 0.10
43 H 0.00
44 H 0.11
45 H 0.09
46 H 0.10
47 H -0.01
48 H -0.02
49 H -0.02
50 Cl 0.67
51 C -0.59
52 C -0.10
53 C -0.09
54 C -0.09
55 C -0.04
56 C -0.37
57 C -0.35
58 H 0.10
59 H 0.10
60 H 0.10
61 H 0.11
62 H 0.04
63 H 0.05

***

DFT (wB97M-V/def2-TZVPD) results for C22H37CsN5O3STe as an isolated structure at a distorted geometry.

Element x y z (Å)
Cs 0.546 0.583 -1.846
N -1.196 -1.435 1.350
C -1.719 -0.592 2.418
C -2.909 0.233 1.936
N -2.643 0.936 0.698
C -1.414 1.714 0.724
C -1.322 2.855 1.734
N -0.209 3.717 1.334
C -3.816 1.614 0.188
C -3.654 2.095 -1.243
N -3.138 1.033 -2.103
H -1.891 -2.047 0.932
H -0.411 -1.997 1.657
H -0.921 0.076 2.757
H -2.055 -1.147 3.307
H -3.207 0.922 2.748
H -3.761 -0.437 1.768
H -1.249 2.148 -0.263
H -0.596 1.016 0.900
H -1.189 2.441 2.742
H -2.247 3.441 1.744
H 0.628 3.145 1.229
H 0.001 4.389 2.062
H -4.133 2.477 0.801
H -4.639 0.891 0.226
H -2.967 2.945 -1.273
H -4.625 2.474 -1.576
H -3.524 1.110 -3.034
H -3.365 0.117 -1.736
Te 2.331 0.577 1.154
C 6.983 -0.824 3.167
O 7.550 0.229 2.393
C 6.832 1.411 2.541
C 7.235 2.340 3.476
C 6.510 3.514 3.656
C 5.382 3.720 2.873
C 4.983 2.798 1.917
C 5.711 1.620 1.713
N 5.410 0.662 0.786
C 4.208 0.474 -0.007
C 4.111 1.312 -1.252
C 4.722 2.546 -1.387
C 4.527 3.355 -2.509
C 3.702 2.900 -3.522
C 3.126 1.636 -3.440
C 3.318 0.788 -2.324
O 2.737 -0.368 -2.243
H 7.110 -0.622 4.235
H 7.513 -1.739 2.905
H 5.916 -0.941 2.956
H 8.114 2.120 4.071
H 6.819 4.245 4.391
H 4.791 4.619 3.006
H 4.089 2.968 1.335
H 6.110 -0.054 0.697
H 4.220 -0.566 -0.325
H 5.369 2.902 -0.595
H 5.008 4.323 -2.575
H 3.526 3.514 -4.400
H 2.534 1.259 -4.268
C 0.924 -4.298 -2.721
S 0.436 -2.862 -1.764
C 1.744 -2.981 -0.557
O -0.867 -3.235 -1.119
H 0.936 -5.158 -2.052
H 1.905 -4.121 -3.160
H 0.179 -4.434 -3.502
H 2.693 -2.888 -1.084
H 1.642 -3.934 -0.036
H 1.661 -2.126 0.121

Calculated values
net charge	-1
orbital gap	5.23	eV
relative energy (zero: lowest compared OMol25 entry of this formula, charge and spin)	26.2	kcal/mol

For each atom in turn, the Löwdin charge in e is:
1 Cs 1.09
2 N 0.02
3 C -0.27
4 C -0.21
5 N -0.17
6 C -0.28
7 C -0.27
8 N 0.00
9 C -0.22
10 C -0.28
11 N 0.00
12 H 0.06
13 H 0.06
14 H 0.10
15 H 0.10
16 H 0.12
17 H 0.11
18 H 0.05
19 H 0.00
20 H 0.10
21 H 0.10
22 H -0.01
23 H 0.06
24 H 0.11
25 H 0.12
26 H 0.10
27 H 0.10
28 H 0.06
29 H 0.07
30 Te 0.60
31 C -0.08
32 O -0.13
33 C -0.25
34 C -0.04
35 C -0.12
36 C -0.10
37 C -0.07
38 C -0.23
39 N 0.01
40 C -0.61
41 C -0.23
42 C -0.06
43 C -0.13
44 C -0.14
45 C -0.12
46 C -0.62
47 O -0.51
48 H 0.09
49 H 0.08
50 H 0.09
51 H 0.11
52 H 0.08
53 H 0.10
54 H 0.06
55 H 0.13
56 H 0.07
57 H 0.09
58 H 0.08
59 H 0.09
60 H 0.09
61 C -0.26
62 S 0.73
63 C -0.28
64 O -0.56
65 H 0.05
66 H 0.06
67 H 0.05
68 H 0.06
69 H 0.06
70 H -0.04

***

DFT (wB97M-V/def2-TZVPD) results for C22H37IrNO4P2S as an isolated structure at a distorted geometry.

Element x y z (Å)
Ir 0.043 0.512 0.000
P -0.069 1.908 1.579
P -0.504 -1.976 -2.097
N 0.383 1.418 -1.494
H 1.375 -2.997 3.628
C 1.603 1.877 2.322
H 1.629 2.590 3.155
H 2.315 2.162 1.533
H 1.787 0.846 2.652
C -1.182 1.733 3.007
H -0.991 2.551 3.722
H -0.984 0.763 3.487
H -2.222 1.773 2.666
C -0.230 3.625 0.970
H -0.277 4.304 1.822
H -1.134 3.694 0.369
H 0.647 3.835 0.355
C 0.752 -3.076 -2.728
H 0.305 -3.681 -3.522
H 1.153 -3.750 -1.960
H 1.575 -2.502 -3.163
C -1.890 -2.953 -1.551
H -1.845 -3.954 -1.989
H -2.821 -2.469 -1.863
H -1.880 -3.033 -0.460
C -0.937 -0.846 -3.418
H -1.271 -1.419 -4.287
H -0.071 -0.245 -3.700
H -1.736 -0.180 -3.096
C 0.427 2.358 -2.449
C 1.669 3.718 -4.021
C 1.657 2.777 -3.003
C -0.781 2.952 -2.902
C -0.756 3.879 -3.928
C 0.465 4.264 -4.503
H 2.614 4.047 -4.467
H 2.580 2.356 -2.623
H -1.717 2.657 -2.435
H -1.687 4.307 -4.292
H 0.477 4.994 -5.327
C 0.423 -2.167 3.248
O 0.482 -1.529 2.152
C 1.496 -1.941 4.277
H 1.237 -2.408 5.271
H 1.526 -0.873 4.380
H 2.591 -1.939 4.030
C -0.852 -2.726 3.712
H -0.676 -3.824 3.955
H -1.629 -2.633 2.931
H -1.189 -2.204 4.651
C -2.405 -8.547 3.517
C -1.535 -7.497 2.891
C -0.147 -7.554 3.039
C 0.680 -6.602 2.443
C 0.096 -5.582 1.700
C -1.278 -5.497 1.540
C -2.097 -6.451 2.146
S 1.187 -4.306 0.955
O 2.205 -4.064 1.989
O 1.683 -4.877 -0.315
O 0.010 -1.249 -0.821
H -2.151 -9.542 3.133
H -2.273 -8.575 4.604
H -3.457 -8.352 3.300
H 0.292 -8.364 3.631
H 1.758 -6.647 2.559
H -1.710 -4.688 0.954
H -3.182 -6.394 2.041

Calculated values
⟨S²⟩	8.804
2S+1	6
orbital gap (alpha / beta)	4.73 / 3.93	eV

For each atom in turn, the Löwdin charge in e is:
1 Ir 0.90
2 P 0.44
3 P 0.62
4 N -0.24
5 H 0.13
6 C -0.29
7 H 0.03
8 H 0.04
9 H 0.01
10 C -0.28
11 H 0.04
12 H 0.03
13 H 0.04
14 C -0.27
15 H 0.03
16 H 0.03
17 H 0.04
18 C -0.17
19 H 0.06
20 H 0.02
21 H 0.07
22 C -0.16
23 H 0.06
24 H 0.06
25 H 0.04
26 C -0.17
27 H 0.06
28 H 0.06
29 H 0.05
30 C -0.45
31 C -0.12
32 C -0.06
33 C -0.07
34 C -0.12
35 C -0.13
36 H 0.10
37 H 0.10
38 H 0.09
39 H 0.09
40 H 0.09
41 C -0.66
42 O -0.12
43 C -0.09
44 H 0.14
45 H 0.09
46 H 0.14
47 C -0.04
48 H 0.10
49 H 0.09
50 H 0.10
51 C -0.05
52 C -0.27
53 C -0.03
54 C -0.05
55 C -0.31
56 C -0.08
57 C -0.02
58 S 0.90
59 O -0.36
60 O -0.36
61 O -0.64
62 H 0.09
63 H 0.09
64 H 0.08
65 H 0.12
66 H 0.12
67 H 0.09
68 H 0.12

***

DFT (wB97M-V/def2-TZVPD) results for a 4-piece molecular cluster, C22H37N2O11P overall at a distorted geometry.

Element x y z (Å)
C -3.991 -0.665 -3.328
C -3.418 -0.726 -2.122
C -1.950 -0.538 -1.823
C -1.476 0.918 -2.047
C -2.432 1.776 -1.322
N -3.202 2.433 -0.780
P 0.153 1.157 -1.169
O 0.889 -0.113 -0.978
C -1.458 1.396 -3.529
C -1.376 2.870 -3.524
N -1.215 4.005 -3.455
C -0.254 0.902 -4.357
C -0.369 -0.584 -4.678
C 0.753 -1.195 -5.493
O 0.578 -1.428 -4.108
H -5.016 -0.329 -3.414
H -3.463 -0.948 -4.230
H -4.051 -0.963 -1.273
H -1.791 -0.761 -0.768
H -1.321 -1.252 -2.356
H -0.228 1.682 0.077
H 0.874 2.148 -1.858
H -2.385 1.142 -4.043
H 0.699 1.027 -3.846
H -0.282 1.384 -5.333
H -1.371 -0.962 -4.845
H 1.337 -0.338 -5.799
H 0.324 -1.929 -6.158
C 1.448 2.458 5.531
C 2.507 3.300 4.856
O 3.378 2.503 4.036
C 2.893 2.177 2.840
O 1.822 2.509 2.394
O 3.790 1.418 2.214
C 3.345 0.956 0.934
H 1.909 1.640 6.085
H 0.865 3.067 6.222
H 0.769 2.023 4.798
H 3.158 3.761 5.597
H 2.064 4.098 4.260
H 3.005 1.791 0.325
H 2.542 0.233 1.054
H 4.192 0.479 0.451
C -4.700 3.240 3.040
C -3.711 2.231 2.501
O -3.224 1.361 3.540
C -4.032 0.362 3.876
O -5.101 0.108 3.382
O -3.454 -0.326 4.864
C -4.239 -1.409 5.367
H -4.266 3.788 3.877
H -4.977 3.947 2.259
H -5.603 2.747 3.399
H -2.831 2.737 2.110
H -4.140 1.645 1.691
H -4.562 -2.064 4.561
H -5.105 -1.030 5.907
H -3.597 -1.958 6.049
C 1.834 -3.133 -1.245
C 2.390 -4.464 -1.699
O 3.673 -4.315 -2.334
C 4.706 -4.184 -1.507
O 4.668 -4.203 -0.304
O 5.809 -4.026 -2.245
C 7.000 -3.819 -1.483
H 1.808 -2.424 -2.070
H 0.822 -3.254 -0.858
H 2.450 -2.698 -0.458
H 1.747 -4.906 -2.459
H 2.466 -5.173 -0.875
H 7.126 -4.600 -0.737
H 6.976 -2.844 -0.999
H 7.823 -3.854 -2.191

Calculated values
orbital gap	10.52	eV
SMILES	C=CC[C@@](C#N)([PH2]=O)[C@@H](C#N)C[C@H]1CO1.CCOC(=O)OC.CCOC(=O)OC.CCOC(=O)OC

For each atom in turn, the Löwdin charge in e is:
1 C 0.02
2 C -0.15
3 C -0.16
4 C -0.46
5 C -0.25
6 N 0.23
7 P 0.80
8 O -0.40
9 C -0.26
10 C -0.22
11 N 0.19
12 C -0.10
13 C -0.32
14 C -0.07
15 O -0.04
16 H 0.07
17 H 0.05
18 H 0.11
19 H 0.12
20 H 0.12
21 H 0.05
22 H 0.04
23 H 0.14
24 H 0.12
25 H 0.13
26 H 0.13
27 H 0.12
28 H 0.12
29 C -0.06
30 C -0.21
31 O 0.04
32 C -0.61
33 O 0.10
34 O 0.01
35 C -0.04
36 H 0.08
37 H 0.08
38 H 0.07
39 H 0.12
40 H 0.12
41 H 0.08
42 H 0.08
43 H 0.10
44 C -0.06
45 C -0.23
46 O 0.04
47 C -0.62
48 O 0.12
49 O 0.00
50 C -0.04
51 H 0.08
52 H 0.08
53 H 0.08
54 H 0.11
55 H 0.10
56 H 0.09
57 H 0.10
58 H 0.09
59 C -0.07
60 C -0.20
61 O 0.04
62 C -0.61
63 O 0.12
64 O 0.00
65 C -0.04
66 H 0.06
67 H 0.08
68 H 0.07
69 H 0.12
70 H 0.12
71 H 0.09
72 H 0.10
73 H 0.09

***

| no. | DFT total energy (eV) |
| --- | --- |
| 1 | -60340.85595 |
| 2 | -55683.94945 |
| 3 | -65337.67618 |
| 4 | -58202.60454 |